Entry from the OMol25 dataset: C7H13BrO in the gas phase at a distorted geometry (ωB97M-V/def2-TZVPD).

```
22
Properties=species:S:1:pos:R:3:lowdin_charge:R:1
C 1.12 1.18 -1.11 -0.30
C 2.33 1.40 -0.25 -0.50
C -0.04 0.64 -0.30 -0.19
C -0.73 1.62 0.49 -0.07
C -1.81 -1.07 -0.69 -0.03
C -0.35 -1.39 1.27 -0.05
C -0.35 -0.87 -0.13 -0.57
O 0.58 -1.65 -0.89 -0.05
Br 3.44 -0.04 0.37 0.62
H 0.88 2.15 -1.47 0.09
H 1.41 0.64 -2.00 0.11
H 2.33 2.13 0.68 0.07
H -1.80 1.35 0.34 0.09
H -0.66 2.71 0.11 0.13
H -0.59 1.57 1.50 0.05
H -2.58 -0.95 0.09 0.08
H -1.87 -2.14 -0.97 0.08
H -2.11 -0.62 -1.70 0.11
H -1.01 -0.97 1.94 0.04
H -0.39 -2.52 1.39 0.11
H 0.74 -1.34 1.79 0.12
H 1.45 -1.82 -0.48 0.05
```

Max |F|: 5.69 eV/Å
HOMO-LUMO gap (alpha / beta): 0.3266 / 0.2710 hartree
ΔE to the lowest compared entry with this formula, charge and spin: 48.51 kcal per mole
Energy: -2923.6087 Ha
Lowest unoccupied orbital energy (alpha / beta): 0.0243 / -0.0025 Eh
E_HOMO (alpha / beta): -8.23 / -7.44 eV